No. 1
Entry from OMol25: an isolated ion of composition C10H9FIN3O2PS and charge +1 (the ωB97M-V functional and the def2-TZVPD basis).

Summary:
HOMO-LUMO gap: 5.4 eV
Total charge: +1
Largest force on an atom: 9.85 eV Å⁻¹

XYZ file:
```
28
Properties=species:S:1:pos:R:3:forces:R:3:lowdin_charge:R:1
C 0.624197 -3.101593 -0.396583 1.904 1.528 1.047 0.000
C 1.683028 -2.384007 0.420906 -2.585 -0.507 -0.802 -0.149
C 1.104948 -1.239155 1.482385 -0.031 -1.651 -0.084 -0.164
C 0.530830 -0.001569 0.516856 -1.837 0.175 -0.438 -0.032
C -1.101978 -0.026656 0.164158 1.772 1.850 -1.053 0.062
F -1.893533 -1.128057 0.756492 2.881 4.091 -2.178 -0.039
C -1.728324 1.160629 -0.833123 3.046 -1.506 1.514 0.030
C -3.334404 1.144631 -1.154784 -4.748 5.284 -2.283 -0.184
O -4.059669 2.205577 -1.590333 6.024 -7.188 3.005 0.020
O -4.143680 -0.097477 -0.919822 3.512 2.126 -1.615 -0.116
N -4.753404 0.171464 0.278462 -2.941 -5.774 5.164 -0.033
C -5.072117 -1.007185 0.925781 3.280 0.741 -0.687 -0.443
S -4.886997 -2.498154 1.792036 -1.143 5.235 -2.901 0.645
C -0.628696 2.247637 -1.400304 1.472 -3.008 2.757 -0.525
I -1.212197 3.846095 -2.774147 0.664 -1.612 1.432 0.921
C 0.973269 2.148321 -0.928789 -2.863 -1.287 0.020 -0.002
N 1.500791 1.040944 -0.002881 -5.751 -0.387 -1.117 -0.187
P 3.256143 0.966809 0.468867 3.728 3.985 -0.575 0.771
N 3.930192 2.452636 0.258353 -0.583 -3.131 -0.531 -0.308
H 0.531423 -2.796984 -1.541760 1.043 -2.135 2.159 0.093
H -0.121601 -3.884182 0.090496 0.734 2.865 -0.820 0.097
H 2.830717 -2.585222 0.301658 -2.253 1.447 -0.701 0.103
H 1.914378 -0.882446 2.250983 -1.693 -0.496 -1.587 0.088
H 0.214187 -1.749699 2.088035 1.659 1.526 -1.425 0.141
H 1.699843 2.981755 -1.378636 -1.441 -2.260 1.435 0.133
H 3.423224 0.666093 1.891496 -1.180 -0.266 -1.324 0.044
H 3.994910 -0.012528 -0.332448 -1.377 0.136 0.821 0.039
H 4.724526 2.362313 -0.433354 -1.291 0.217 0.766 -0.007
```
Positions in Å, forces in eV/Å.

No. 2
Entry from OMol25: one molecule with the formula C10H9N (the ωB97M-V functional and the def2-TZVPD basis).

Summary:
HOMO-LUMO gap: 9.2 eV
Total charge: 0
Energy relative to the best compared isomer or geometry (same formula, charge and spin): 2.403 eV
Largest force on an atom: 10.68 eV Å⁻¹

XYZ file:
```
20
Properties=species:S:1:pos:R:3:forces:R:3:lowdin_charge:R:1
C 0.850364 -2.227391 2.106037 1.617 -2.229 1.399 -0.131
C 1.850123 -1.817262 1.157102 -2.753 0.317 1.802 -0.082
C 1.438915 -0.786563 0.328441 1.442 1.386 -2.792 -0.051
C 0.125534 -0.239220 0.300908 0.381 -0.226 0.814 -0.189
C -0.795044 -0.714647 1.221684 -1.134 0.213 0.489 -0.051
C -0.432324 -1.729025 2.156929 -2.225 -0.441 0.027 -0.114
C -0.287409 0.840028 -0.656105 0.713 0.105 0.768 -0.243
C -0.341207 2.240150 -0.526904 -0.284 -3.612 -1.806 -0.030
C -0.759094 2.721655 -1.774526 -0.641 2.655 -0.760 -0.102
C -0.923934 1.691149 -2.652243 4.036 0.162 9.888 -0.059
H 1.180710 -3.074248 2.885489 -0.924 1.946 -1.870 0.138
H 2.775376 -2.346720 1.303980 0.502 0.498 -0.774 0.092
H 2.117166 -0.291733 -0.489025 -0.935 -1.258 1.734 0.145
H -1.821503 -0.223333 1.191609 1.341 -0.999 0.259 0.133
H -1.283722 -2.244631 2.816274 2.231 1.454 -1.292 0.142
H 0.075148 2.685944 0.287799 0.592 1.608 2.027 0.073
H -0.988078 3.807514 -1.957876 0.416 -1.393 -0.044 0.115
H -1.304831 1.466382 -3.448805 -4.094 -1.141 -9.103 0.014
H -0.860688 -0.278996 -2.326815 -0.790 -4.396 -1.254 0.100
N -0.615503 0.520946 -1.923952 0.511 5.353 0.488 0.101
```
Positions in Å, forces in eV/Å.